# 1
Formula: CHNS4
Source: the Open Molecules 2025 dataset
Level of theory: ωB97M-V/def2-TZVPD

XYZ file:
```
7
Properties=species:S:1:pos:R:3
C 0.71 0.02 -0.08
N -1.21 -1.08 -0.04
S 0.37 0.92 -1.33
S -2.08 -0.29 -1.20
S -2.29 -0.07 0.84
S 1.84 -0.21 1.17
H 2.65 0.72 0.63
```

Values from the calculation:
E_HOMO (spin up / spin down) (eV): -7.85 / -7.85
Energy relative to the best compared isomer or geometry (same formula, charge and spin) (eV): 3.855
HOMO-LUMO gap (spin up / spin down) (eV): 7.25 / 7.25
DFT total energy (eV): -45879.6697

Atom charges from the Mulliken analysis, given in e for atoms 1 to 6: number 1, C, carries 0.373; number 2, N, carries -0.274; number 3, S, carries -0.218; number 4, S, carries 0.052; number 5, S, carries -0.011; number 6, S, carries -0.097



# 2
Formula: CHO2Pb
Source: the Open Molecules 2025 dataset
Level of theory: ωB97M-V/def2-TZVPD

XYZ file:
```
5
Properties=species:S:1:pos:R:3
O -1.79 0.09 -0.11
C -0.78 0.69 0.09
O 0.32 -0.09 0.15
Pb 2.40 0.34 -0.05
H -0.16 -1.03 -0.07
```

Values from the calculation:
E_HOMO (spin up / spin down) (eV): -20.36 / -22.61
Energy relative to the best compared isomer or geometry (same formula, charge and spin) (eV): 1.650
Spin multiplicity: 2
<S²>: 0.753
HOMO-LUMO gap (spin up / spin down) (eV): 7.55 / 9.79
DFT total energy (eV): -10371.9664
Charge: +2

And the Mulliken charges, in e, turn out to be: number 1, O, carries -0.173; number 2, C, carries 0.467; number 3, O, carries -0.390; number 4, Pb, carries 1.636; number 5, H, carries 0.460



# 3
Formula: CHO2S2
Source: the Open Molecules 2025 dataset
Level of theory: ωB97M-V/def2-TZVPD

XYZ file:
```
6
Properties=species:S:1:pos:R:3
C -0.87 0.85 -0.37
O -0.84 1.75 -1.12
O 1.74 -0.94 -0.22
S -2.16 0.25 0.87
S 0.00 -0.45 0.28
H 2.11 -1.45 0.55
```

Values from the calculation:
E_HOMO (eV): -3.40
Energy relative to the best compared isomer or geometry (same formula, charge and spin) (eV): 1.718
HOMO-LUMO gap (eV): 7.04
DFT total energy (eV): -26818.8469
Charge: -1

And the Mulliken charges, in e, turn out to be: number 1, C, carries 0.343; number 2, O, carries -0.467; number 3, O, carries -0.671; number 4, S, carries -0.544; number 5, S, carries 0.087; number 6, H, carries 0.251



# 4
Formula: CHOP3
Source: the Open Molecules 2025 dataset
Level of theory: ωB97M-V/def2-TZVPD

XYZ file:
```
6
Properties=species:S:1:pos:R:3
O 1.18 -2.14 -0.16
P 1.16 -0.73 0.30
P 0.00 0.80 -1.41
P -0.18 1.87 0.26
C -0.56 0.16 0.37
H -1.60 0.04 0.65
```

Values from the calculation:
E_HOMO (eV): -9.36
Energy relative to the best compared isomer or geometry (same formula, charge and spin) (eV): 1.360
SMILES: O=P1=P2=P[C@H]12
HOMO-LUMO gap (eV): 7.42
DFT total energy (eV): -30964.8747

And the Mulliken charges, in e, turn out to be: number 1, O, carries -0.480; number 2, P, carries 0.271; number 3, P, carries -0.004; number 4, P, carries 0.036; number 5, C, carries -0.265; number 6, H, carries 0.443